Entry from the OMol25 dataset: a molecular structure, C11H23N2O4P2Ti at a distorted geometry (wB97M-V/def2-TZVPD).

Its spin multiplicity is 2. As for the total charge: +2. The calculation puts the LUMO energy (alpha / beta) at -7.297 / -7.337 eV. The calculated total energy comes out at -2375.0074 a.u.

Each line ends with the Löwdin charge.
Element x y z (Å)
Ti -0.181358 -0.012545 0.019757  0.7607
P -0.126267 -2.486780 -0.556298  0.8930
C -1.950737 -2.566692 -0.579621  -0.2581
C -2.685329 -1.605186 0.333337  -0.2594
N -2.122947 -0.413285 0.631312  0.0089
C -2.835484 0.605223 1.151366  -0.2898
C -4.145684 0.380928 1.512244  0.0120
C -4.740645 -0.853626 1.285896  0.0242
C -4.004929 -1.862025 0.670624  0.0281
C -2.153715 1.928725 1.383706  -0.1815
P -0.927612 2.693475 0.166997  0.9495
H -4.419814 -2.849112 0.422590  0.1467
H -4.692387 1.205237 1.950159  0.1332
H -5.793827 -1.020967 1.506859  0.1394
H -2.922436 2.718085 1.483511  0.1201
H -1.613413 1.906273 2.347962  0.1206
H -2.314924 -2.319858 -1.586690  0.0672
H -2.274150 -3.619210 -0.445256  0.1230
H -1.777228 -0.712950 -2.780159  0.0091
O -2.305808 -1.444691 -3.187839  -0.0821
H -3.204285 -1.042132 -3.250679  0.0877
H -0.032201 1.929099 -0.686827  0.0350
O -0.304977 0.188467 -1.881780  -0.4016
H 0.097773 0.543575 -2.703096  0.0726
C -1.922646 3.473615 -1.116576  -0.1743
H -2.679093 4.141735 -0.686830  0.0813
H -1.257934 4.045129 -1.774570  0.0811
H -2.415140 2.691849 -1.710405  0.0745
C 0.326115 3.753650 0.904798  -0.1729
H 1.091194 3.960274 0.142208  0.0851
H -0.106345 4.692661 1.276312  0.0847
H 0.831316 3.199848 1.708047  0.0743
C 0.486859 -3.837685 0.495508  -0.2168
H 0.226532 -4.815031 0.064805  0.0714
H 1.579371 -3.781765 0.615204  0.0620
H 0.061838 -3.750787 1.503473  0.0637
C 0.492726 -2.841171 -2.221861  -0.2124
H 1.598173 -2.803636 -2.210418  0.0741
H 0.166554 -3.840210 -2.560099  0.0806
H 0.157627 -2.081693 -2.947139  0.0378
O 2.395862 -1.043183 1.509296  0.1336
N 1.402556 -0.625513 0.988524  -0.2658
O 0.573098 0.248581 1.792612  -0.2204

Forces on the atoms, in the same order (eV/Å):
Ti -0.215 -1.389 -2.906
P -0.314 0.037 0.009
C -0.464 -1.067 0.509
C 0.129 -0.228 -0.288
N 0.157 0.320 -0.728
C -0.251 -0.957 -0.105
C -0.106 0.904 0.163
C -0.026 -0.601 -0.407
C -0.295 -0.136 0.262
C 0.634 0.660 0.606
P -0.520 0.442 -0.378
H 0.032 0.640 0.195
H -0.229 -0.119 0.010
H 0.272 0.115 0.144
H 0.330 -0.224 -0.095
H -0.104 -0.058 -0.292
H 0.383 0.007 -0.015
H -0.012 0.550 0.275
H -0.254 -0.689 -0.474
O -0.745 1.621 0.198
H 0.815 -0.585 -0.291
H -0.557 -0.309 0.728
O 0.361 0.655 0.044
H -0.367 -0.373 0.833
C 0.100 0.141 -0.086
H 0.210 -0.134 -0.047
H -0.158 -0.051 0.082
H 0.098 0.142 0.194
C -0.157 0.155 0.389
H -0.377 0.033 0.047
H 0.196 -0.278 -0.003
H -0.236 0.155 -0.031
C 0.068 0.011 0.314
H 0.029 0.293 0.108
H -0.305 0.050 -0.219
H -0.027 -0.073 -0.229
C 0.232 0.042 -0.499
H -0.471 -0.150 0.119
H 0.149 0.392 0.164
H -0.008 -0.431 0.410
O -2.715 0.718 -1.668
N 3.757 1.040 4.396
O 0.961 -1.273 -1.436